Arrangement A

Density functional theory data (ωB97M-V/def2-TZVPD) for a structure of composition C9H24CdIO3.

```
! RIJCOSX wB97M-V def2-TZVPD def2/J DEFGRID3
* xyz 1 1
C -1.317 5.845 -0.728
H -1.341 -5.894 5.404
C -1.175 -5.551 4.383
H -0.527 -4.707 4.618
H 5.124 1.504 -3.131
H -0.070 5.867 0.987
H 1.803 1.237 -2.655
H -1.887 -6.870 2.046
H -2.293 7.214 -2.113
O -2.073 4.822 -1.333
H 1.545 0.186 -4.007
H 2.647 1.488 -4.293
C 4.545 0.975 -2.374
H 0.265 -7.201 4.146
C 2.302 0.801 -3.520
H -0.335 5.899 -1.198
H -2.961 7.187 -0.511
Cd -6.788 -0.741 -2.596
C -0.380 -6.580 3.525
H -1.445 8.055 -0.928
O 0.272 -5.823 2.539
H -2.033 -8.017 3.337
H -1.616 6.308 1.411
C -1.102 5.596 0.764
C 3.473 0.048 -2.960
H -2.109 4.041 -0.777
H -1.239 4.548 1.029
H 1.980 -0.602 -1.900
H 3.958 -0.564 -3.720
H -0.463 -5.234 2.356
H 5.228 0.407 -1.742
I -2.933 -1.633 -0.159
O 2.907 -0.837 -1.977
H 4.067 1.793 -1.836
H -2.077 -5.066 4.009
C -1.301 -7.476 2.737
C -2.021 7.139 -1.060
H -0.629 -8.165 2.226
*
```

The value obtained for the HOMO-LUMO gap is 2.022 eV. The HOMO energy is -11.8435 eV. As for the LUMO energy: -9.82 eV.

Arrangement B

Density functional theory data (ωB97M-V/def2-TZVPD) for a structure of composition C9H24CdIO3.

```
! RIJCOSX wB97M-V def2-TZVPD def2/J DEFGRID3
* xyz 1 1
H -0.752 0.437 -3.615
H 0.730 -0.044 -2.879
H -4.286 1.003 2.590
C -2.175 1.413 2.486
H -0.074 1.770 -0.910
H 4.397 -2.355 -2.503
H -0.520 -1.257 -3.210
H 4.310 -2.619 0.006
C -0.888 0.050 -1.470
H -3.388 -0.360 1.997
C 2.741 -1.725 -1.248
H -1.463 3.314 3.071
H 2.767 -3.317 0.247
H 1.652 -1.868 -1.177
H -3.264 3.213 2.953
Cd 3.429 4.362 0.478
H -2.442 2.498 4.344
H -0.214 1.098 2.569
H 3.027 -3.460 -2.498
C -2.309 -0.466 -1.252
O 3.066 -0.338 -1.312
H -3.280 0.060 3.712
H -0.217 -0.409 -0.728
H 2.958 -1.963 -3.396
H -2.390 -1.549 -1.242
H 3.060 -1.683 0.894
I 1.845 2.188 1.035
O -0.999 0.728 2.979
C -3.339 0.470 2.704
H 2.736 0.094 -0.519
C 3.249 -2.355 0.055
C -2.350 2.715 3.284
C 3.307 -2.407 -2.460
C -0.349 -0.241 -2.858
H -2.654 -0.043 -0.307
H -2.048 1.626 1.419
O -0.923 1.457 -1.218
H -2.952 -0.036 -2.023
*
```

The value obtained for the HOMO-LUMO gap is 3.834 eV. The HOMO energy is -12.5136 eV. As for the LUMO energy: -8.68 eV.

Stability comparison, relative energies in kcal/mol: arrangement A 94.4; arrangement B 0.0

Arrangement A

Density functional theory data (ωB97M-V/def2-TZVPD) for the molecule C3H4N2O2.

```
! RIJCOSX wB97M-V def2-TZVPD def2/J DEFGRID3
* xyz 0 1
H -2.069 1.609 -0.964
C -1.334 0.533 0.449
C 0.729 -1.313 -0.566
H 2.094 1.554 -0.267
N -0.350 -1.956 -0.726
C 0.834 0.158 -0.367
H -1.160 -1.331 -0.762
O 2.085 0.616 -0.512
N -0.142 0.921 -0.065
O -2.355 1.062 -0.204
H 1.673 -1.857 -0.518
*
```

The value obtained for the HOMO-LUMO gap is 8.535 eV. The HOMO energy is -8.8720 eV. As for the LUMO energy: -0.34 eV.

Arrangement B

Density functional theory data (ωB97M-V/def2-TZVPD) for the molecule C3H4N2O2.

```
! RIJCOSX wB97M-V def2-TZVPD def2/J DEFGRID3
* xyz 0 1
H -0.790 1.273 -1.389
O 1.635 0.249 -1.604
N 0.677 -0.757 0.308
H 2.468 -0.058 -1.214
C -0.694 -0.779 0.763
H -1.044 -0.257 -1.935
C 0.652 -0.114 -0.774
C -1.646 -0.138 0.042
H -0.041 -1.771 2.227
N -0.705 0.286 -1.139
O -0.904 -1.475 1.913
*
```

The value obtained for the HOMO-LUMO gap is 7.997 eV. The HOMO energy is -7.8580 eV. As for the LUMO energy: 0.14 eV.

Arrangement C

Density functional theory data (ωB97M-V/def2-TZVPD) for the molecule C3H4N2O2.

```
! RIJCOSX wB97M-V def2-TZVPD def2/J DEFGRID3
* xyz 0 1
N -1.572 -0.432 -0.126
H 0.370 0.981 1.486
H -1.926 1.401 0.164
C 0.370 0.654 0.407
C 0.586 -0.779 0.075
O 1.163 1.240 -0.641
C -1.075 0.748 -0.075
H 2.100 1.042 -0.223
O 1.627 -1.416 0.030
N -0.554 -1.303 -0.350
H -1.090 -2.138 -0.746
*
```

The SMILES is O=C1NN=C[C@@H]1O. The value obtained for the HOMO-LUMO gap is 9.967 eV. The HOMO energy is -9.6334 eV. As for the LUMO energy: 0.33 eV.

Stability comparison, relative energies in kcal/mol: arrangement A 0.0; arrangement B 19.5; arrangement C 7.4

Arrangement A

Density functional theory data (ωB97M-V/def2-TZVPD) for the molecule C3H4N2O2.

```
! RIJCOSX wB97M-V def2-TZVPD def2/J DEFGRID3
* xyz 0 1
O 0.762 -1.617 0.073
C -0.675 0.757 0.143
C 1.453 -0.426 -0.076
H -1.229 1.513 -0.447
O 2.643 -0.400 -0.001
C -1.253 -0.604 -0.089
H -2.312 -0.687 -0.234
H -0.753 0.983 1.192
N 0.695 0.681 -0.312
H 1.278 1.495 -0.103
N -0.608 -1.696 -0.146
*
```

The SMILES is O=C1NCC=NO1. The value obtained for the HOMO-LUMO gap is 10.998 eV. The HOMO energy is -10.4770 eV. As for the LUMO energy: 0.52 eV.

Arrangement B

Density functional theory data (ωB97M-V/def2-TZVPD) for the molecule C3H4N2O2.

```
! RIJCOSX wB97M-V def2-TZVPD def2/J DEFGRID3
* xyz 0 1
C -0.111 1.543 0.244
O 1.868 -1.327 0.550
N 0.950 0.824 0.590
C 0.825 -0.552 0.257
O -1.681 0.714 -1.420
H 1.643 -2.229 0.275
H 1.789 1.198 1.017
H -1.734 0.315 0.617
N -0.280 -0.856 -0.276
C -1.028 0.416 -0.232
H -2.241 -0.046 -1.623
*
```

The value obtained for the HOMO-LUMO gap is 9.601 eV. The HOMO energy is -9.1020 eV. As for the LUMO energy: 0.50 eV.

Stability comparison, relative energies in kcal/mol: arrangement A 0.0; arrangement B 14.7

Arrangement A

Density functional theory data (ωB97M-V/def2-TZVPD) for a structure of composition C5H11NOS.

```
! RIJCOSX wB97M-V def2-TZVPD def2/J DEFGRID3
* xyz 0 1
H 2.255 -0.455 0.158
H -1.149 1.297 1.454
H 1.143 1.258 -1.424
H -0.598 1.556 -1.536
N -1.418 -1.916 -0.077
C 1.300 -0.827 0.019
C 0.089 0.168 0.032
O -4.215 -0.249 -0.084
C 0.193 0.840 -1.369
C -0.007 1.139 1.191
H -4.376 -0.008 -0.998
S -2.916 0.654 0.288
H -0.829 -2.616 -0.343
H 0.023 0.013 -2.094
H 1.276 -1.386 -1.000
H 0.491 2.037 0.963
H 0.558 0.808 1.979
C -1.160 -0.749 -0.003
H 1.300 -1.590 0.798
*
```

The value obtained for the HOMO-LUMO gap is 9.018 eV. The HOMO energy is -8.3470 eV. As for the LUMO energy: 0.67 eV.

Arrangement B

Density functional theory data (ωB97M-V/def2-TZVPD) for a structure of composition C5H11NOS.

```
! RIJCOSX wB97M-V def2-TZVPD def2/J DEFGRID3
* xyz 0 1
H 0.878 1.907 2.207
H -1.020 -2.499 0.098
H -1.856 3.268 -0.671
S 1.421 -3.155 -2.038
H -0.895 1.583 -0.392
H 3.145 -3.666 -3.063
C 0.029 1.540 1.631
C -0.525 -0.450 0.544
O -1.737 -0.116 0.474
H 3.678 -3.704 -3.597
N 0.451 0.312 1.009
H 0.630 2.630 -0.131
H -2.349 2.109 0.681
H -0.817 1.443 2.300
C -0.135 -1.870 0.196
H 0.480 -2.243 1.018
H 0.459 -1.962 -0.731
C -1.587 2.472 0.008
C -0.249 2.402 0.458
*
```

The value obtained for the HOMO-LUMO gap is 6.169 eV. The HOMO energy is -8.7611 eV. As for the LUMO energy: -2.59 eV.

Stability comparison, relative energies in kcal/mol: arrangement A 0.0; arrangement B 123.4

Arrangement A

Density functional theory data (ωB97M-V/def2-TZVPD) for the molecule C5H11NOS.

```
! RIJCOSX wB97M-V def2-TZVPD def2/J DEFGRID3
* xyz 0 1
C -0.827 -1.132 -1.665
H -1.073 -0.683 1.145
H 1.608 0.611 1.036
H 0.031 -1.256 -3.968
N -0.154 1.711 1.251
C -0.050 -0.719 0.746
S -0.505 -2.154 -3.133
H 0.481 -1.239 1.552
H -1.144 1.718 1.077
C 0.451 2.671 1.989
H 0.792 0.918 -0.437
C 0.611 0.668 0.614
C 0.041 -1.579 -0.502
O 1.651 2.728 2.129
H -1.879 -1.300 -1.446
H 1.065 -1.671 -0.814
H -0.123 -2.620 -0.214
H -0.252 3.380 2.445
H -0.723 -0.054 -1.806
*
```

The SMILES is O=CNCCCCS. The value obtained for the HOMO-LUMO gap is 9.969 eV. The HOMO energy is -9.2282 eV. As for the LUMO energy: 0.74 eV.

Arrangement B

Density functional theory data (ωB97M-V/def2-TZVPD) for the molecule C5H11NOS.

```
! RIJCOSX wB97M-V def2-TZVPD def2/J DEFGRID3
* xyz 0 1
H -3.225 -0.742 0.331
H 0.483 -2.079 0.227
H 0.017 -0.870 -1.755
N -1.224 -0.030 -0.368
C -1.655 1.093 0.255
H 1.941 -1.299 -0.291
H 1.708 -1.139 2.144
H 0.120 -0.351 1.990
S -2.288 -1.405 -0.406
C 0.136 -0.275 -0.869
O -2.750 1.223 0.759
H -0.924 1.928 0.237
C 0.965 -1.109 0.138
C 1.115 -0.490 1.526
H 1.124 1.659 -0.399
H 1.781 0.755 -1.790
H 1.608 0.486 1.478
H 0.215 1.629 -1.938
C 0.853 1.015 -1.268
*
```

The SMILES is CC[C@H](C)N(S)C=O. The value obtained for the HOMO-LUMO gap is 9.409 eV. The HOMO energy is -8.6174 eV. As for the LUMO energy: 0.79 eV.

Stability comparison, relative energies in kcal/mol: arrangement A 0.0; arrangement B 5.6

Arrangement A

Density functional theory data (ωB97M-V/def2-TZVPD) for a cluster of 5 separate species, C15H40O5 in total.

```
! RIJCOSX wB97M-V def2-TZVPD def2/J DEFGRID3
* xyz 0 1
O 2.351 -0.998 3.900
H 2.332 -1.014 -0.461
C 0.300 0.421 -1.642
H -3.150 0.866 -1.088
H -0.136 -0.138 -4.981
H -4.150 0.235 0.255
H 3.833 0.867 5.139
H -2.784 2.670 2.784
H -1.237 -4.325 1.477
H 1.662 -4.696 0.560
H -2.413 -0.048 0.239
H 0.391 0.379 -7.418
H 1.059 -2.404 1.029
H 1.003 0.581 -2.464
H 0.206 2.312 0.322
H -0.707 -3.757 -0.100
H -0.795 1.211 -4.155
H 0.814 1.337 -4.949
H 0.956 1.973 4.674
H -3.674 1.185 2.651
O -1.761 2.618 0.343
H 2.318 -1.258 4.827
H -0.562 1.079 -1.747
C 1.405 -4.429 1.590
C -2.807 1.714 2.257
C 0.537 -3.179 1.603
C -0.877 1.378 -6.333
H -0.058 -0.605 -1.766
H 2.357 -4.251 2.099
H 1.277 0.594 5.776
H 0.396 0.133 0.483
O 1.083 2.023 0.038
O 0.242 -2.774 2.931
H -2.855 0.748 -5.731
C -0.802 -3.471 0.949
C 3.496 1.125 4.124
C -0.205 0.960 -5.036
H 2.773 0.101 0.753
O 0.005 1.260 -7.438
C 1.082 0.893 4.743
H -3.797 2.651 0.608
H -1.495 -2.638 1.055
C 2.198 0.426 3.830
H 0.869 -2.099 3.225
H 0.951 -5.301 2.061
H -1.128 2.437 -6.235
H 3.044 0.506 -0.985
H -1.867 1.193 2.441
C -2.963 1.958 0.771
H 1.936 0.636 2.789
C 0.982 0.647 -0.297
C -3.191 0.677 -0.015
H 4.290 0.860 3.428
H -2.658 0.928 -7.462
C 2.364 0.064 -0.258
H 0.132 0.440 4.447
C -2.151 0.599 -6.550
H -1.881 2.952 -0.551
H -1.938 -0.463 -6.696
H 3.400 2.211 4.153
*
```

The SMILES is CC(C)O.CC(C)O.CC(C)O.CC(C)O.CC(C)O. The value obtained for the HOMO-LUMO gap is 10.324 eV. The HOMO energy is -9.8132 eV. As for the LUMO energy: 0.51 eV.

Arrangement B

Density functional theory data (ωB97M-V/def2-TZVPD) for a cluster of 5 separate species, C15H40O5 in total.

```
! RIJCOSX wB97M-V def2-TZVPD def2/J DEFGRID3
* xyz 0 1
H 21.863 -9.392 -14.908
C 17.626 -14.767 -12.094
H 19.043 -15.180 -7.580
H 20.231 -17.010 -11.781
H 21.409 -10.088 -11.008
H 17.988 -11.648 -7.642
H 18.151 -8.142 -11.383
C 18.974 -11.750 -7.184
C 21.977 -10.930 -10.598
H 23.817 -11.987 -16.720
H 19.088 -8.809 -15.000
C 18.153 -9.186 -11.687
H 23.412 -13.290 -11.022
H 22.203 -12.127 -17.453
H 20.046 -14.020 -12.444
H 17.475 -9.192 -14.413
H 17.126 -9.475 -11.934
H 19.466 -10.913 -14.060
H 22.013 -14.296 -11.470
H 20.671 -12.642 -15.160
H 19.704 -11.452 -7.939
C 19.231 -13.180 -6.775
H 16.818 -15.426 -11.764
H 18.824 -14.291 -5.223
H 17.875 -14.080 -11.279
C 22.341 -13.433 -10.889
H 17.203 -14.148 -12.891
C 18.413 -8.707 -14.142
H 19.730 -11.730 -11.687
H 18.293 -7.637 -13.975
C 18.847 -15.536 -12.577
H 22.760 -13.354 -16.316
H 19.930 -15.589 -10.748
O 20.818 -11.692 -15.250
H 20.303 -13.373 -6.643
C 22.334 -9.959 -15.714
H 21.780 -10.995 -9.528
H 19.135 -13.898 -8.826
H 22.133 -13.661 -9.839
H 21.794 -9.722 -16.631
H 18.464 -9.862 -10.890
H 17.653 -14.119 -7.913
C 22.231 -11.439 -15.410
H 19.027 -11.068 -6.336
C 19.473 -16.313 -11.428
C 21.584 -12.197 -11.329
O 18.556 -13.422 -5.535
H 20.004 -8.915 -12.734
H 21.792 -12.040 -12.401
O 20.182 -12.437 -11.193
H 18.511 -16.200 -13.377
H 18.715 -16.856 -10.860
O 19.802 -14.645 -13.144
C 22.781 -12.288 -16.543
H 23.024 -10.665 -10.769
O 19.207 -10.771 -13.137
C 19.018 -9.369 -12.919
C 18.741 -14.164 -7.841
H 23.373 -9.655 -15.833
H 22.745 -11.690 -14.478
*
```

The SMILES is CC(C)O.CC(C)O.CC(C)O.CC(C)O.CC(C)O. The value obtained for the HOMO-LUMO gap is 10.577 eV. The HOMO energy is -9.8100 eV. As for the LUMO energy: 0.77 eV.

Stability comparison, relative energies in kcal/mol: arrangement A 12.6; arrangement B 0.0

Arrangement A

Density functional theory data (ωB97M-V/def2-TZVPD) for a cluster of 2 separate species, C5H9F2N in total.

```
! RIJCOSX wB97M-V def2-TZVPD def2/J DEFGRID3
* xyz 0 1
H -0.104 -3.170 -0.628
N 1.630 1.046 -0.191
F -1.122 0.625 1.515
C -1.223 -0.184 0.441
C 0.597 1.015 -0.996
H 2.655 2.187 1.108
C -0.992 -2.444 -0.676
H -2.045 -2.820 -0.607
H 1.258 1.427 1.863
H 1.065 2.840 0.609
H -1.152 -2.220 -1.699
F -2.250 0.289 -0.307
H 0.122 -1.430 1.059
C 1.601 1.982 0.969
H 0.661 0.370 -1.795
H -0.067 1.856 -1.010
C -0.634 -1.368 0.343
*
```

The SMILES is CC=C(F)F.C=NC. The value obtained for the HOMO-LUMO gap is 10.133 eV. The HOMO energy is -9.1956 eV. As for the LUMO energy: 0.94 eV.

Arrangement B

Density functional theory data (ωB97M-V/def2-TZVPD) for a structure of composition C5H9F2N.

```
! RIJCOSX wB97M-V def2-TZVPD def2/J DEFGRID3
* xyz 0 1
C -0.195 -1.403 1.237
C 0.480 -0.192 0.397
N 1.457 0.697 1.024
H 1.162 1.691 0.602
C -0.952 -0.090 0.933
H -0.086 -1.320 -1.403
F -1.939 -0.413 -0.047
C 0.426 -0.341 -1.015
C -0.238 0.837 -1.718
H 0.861 1.040 2.204
H -1.378 0.991 -1.479
H 1.404 -0.430 -1.359
H -1.069 0.769 1.517
H 0.030 0.732 -2.776
H 0.442 -1.670 2.214
H 0.259 1.724 -0.980
F -0.665 -2.622 0.651
*
```

The value obtained for the HOMO-LUMO gap is 9.962 eV. The HOMO energy is -9.5060 eV. As for the LUMO energy: 0.46 eV.

Stability comparison, relative energies in kcal/mol: arrangement A 0.0; arrangement B 52.1

Arrangement A

Density functional theory data (ωB97M-V/def2-TZVPD) for a cluster of 2 separate species, C3H8O2 in total.

```
! RIJCOSX wB97M-V def2-TZVPD def2/J DEFGRID3
* xyz 0 1
H -2.002 -0.987 -1.262
O 0.486 0.116 -2.286
H -0.435 -1.353 1.372
H -2.151 -1.104 1.022
C -1.107 -0.701 0.833
C -0.368 0.257 -1.366
H -0.564 1.315 -1.070
H 2.399 2.070 1.588
H 3.068 1.067 0.632
H -1.078 0.427 1.032
C -1.056 -0.903 -0.756
O 3.221 1.609 1.419
H -0.415 -1.813 -1.158
*
```

The SMILES is CCC=O.O. The value obtained for the HOMO-LUMO gap is 10.603 eV. The HOMO energy is -10.0197 eV. As for the LUMO energy: 0.58 eV.

Arrangement B

Density functional theory data (ωB97M-V/def2-TZVPD) for a cluster of 2 separate species, C3H8O2 in total.

```
! RIJCOSX wB97M-V def2-TZVPD def2/J DEFGRID3
* xyz 0 1
H 1.503 -0.033 -1.468
H -1.261 0.712 0.896
C 0.782 0.593 -0.923
O 1.194 0.793 0.421
H -2.435 -0.403 -0.001
H -0.794 -0.687 -1.804
H 0.537 -0.677 1.790
C -1.474 0.100 0.024
H -0.264 -1.719 1.079
C -0.575 -0.058 -0.942
H 0.727 1.558 -1.450
O 0.060 -1.502 1.961
H 1.999 1.323 0.417
*
```

The SMILES is C=CCO.O. The value obtained for the HOMO-LUMO gap is 10.476 eV. The HOMO energy is -9.8741 eV. As for the LUMO energy: 0.60 eV.

Stability comparison, relative energies in kcal/mol: arrangement A 4.9; arrangement B 0.0